No. 1
ORCA calculation (the ωB97M-V functional and the def2-TZVPD basis) on C14H12BrCuTe as an isolated structure.

```
29
Properties=species:S:1:pos:R:3
Cu 1.579 -0.425 -0.382
C -1.655 -1.106 1.535
Te -0.938 -0.428 -0.386
C -1.499 1.488 0.440
C -2.658 1.165 1.345
C -3.646 2.097 1.634
C -4.706 1.754 2.462
C -4.785 0.478 2.997
C -3.803 -0.458 2.707
C -2.737 -0.120 1.885
H -0.831 -1.079 2.248
H -2.027 -2.125 1.468
H -1.771 2.186 -0.347
H -0.645 1.889 0.984
H -3.582 3.092 1.210
H -5.479 2.482 2.673
H -5.620 0.206 3.629
H -3.862 -1.458 3.119
Br 6.572 -1.265 -4.699
C 5.198 -1.014 -3.392
C 5.447 -0.231 -2.281
C 4.437 -0.059 -1.342
C 3.169 -0.641 -1.469
C 2.984 -1.431 -2.618
C 3.972 -1.624 -3.575
H 6.413 0.235 -2.142
H 4.659 0.554 -0.475
H 2.031 -1.926 -2.779
H 3.785 -2.236 -4.448
```

HOMO level ... -8.07 eV
Total charge ... 0
Orbital gap ... 7.573 eV
DFT total energy ... -136686.7479 eV

***

No. 2
ORCA calculation (the ωB97M-V functional and the def2-TZVPD basis) on C14H12Cl2KNO4S4 as an isolated structure in a non-equilibrium geometry.

```
38
Properties=species:S:1:pos:R:3
K -0.559 0.258 0.830
O -5.252 -2.617 5.938
C -4.279 -2.501 5.223
S -4.184 -3.108 3.585
C -2.511 -2.575 3.189
C -1.856 -1.927 4.191
S -0.281 -1.306 4.153
S -2.794 -1.708 5.706
S -1.920 -2.912 1.641
Cl -3.847 3.538 -5.260
C -2.801 2.743 -4.113
C -1.844 1.843 -4.575
C -1.024 1.247 -3.644
Cl 0.194 0.151 -4.201
C -1.094 1.452 -2.224
O -0.333 0.859 -1.433
C -2.103 2.413 -1.822
C -2.261 2.783 -0.454
O -1.695 2.319 0.533
C -2.928 3.027 -2.778
H -1.759 1.609 -5.626
H -2.984 3.622 -0.304
H -3.695 3.715 -2.442
C 2.739 -2.199 1.381
N 3.395 -1.197 0.572
C 4.516 -1.675 -0.194
C 2.823 0.021 0.427
C 3.476 0.959 -0.569
O 1.861 0.370 1.081
H 3.450 -2.624 2.092
H 2.334 -2.992 0.749
H 1.919 -1.741 1.929
H 5.071 -2.392 0.418
H 5.189 -0.865 -0.468
H 4.190 -2.186 -1.108
H 4.469 1.256 -0.236
H 2.840 1.835 -0.633
H 3.540 0.505 -1.553
```

HOMO level ... 0.48 eV
Total charge ... -2
Orbital gap ... 3.307 eV
DFT total energy ... -109107.0452 eV

***

No. 3
ORCA calculation (the ωB97M-V functional and the def2-TZVPD basis) on C14H12CrF6N7O5S2 as an isolated structure in a non-equilibrium geometry.

```
47
Properties=species:S:1:pos:R:3
Cr 0.066 -0.005 -0.073
F -4.719 1.669 1.555
C -3.931 1.654 2.644
F -4.454 2.598 3.465
F -4.183 0.483 3.263
C -2.483 1.889 2.373
C -1.801 2.929 3.002
C -0.446 3.097 2.748
C 0.183 2.233 1.870
N -0.472 1.266 1.241
C -1.784 1.062 1.485
S -2.348 -0.256 0.572
H -2.325 3.592 3.672
H 0.101 3.903 3.214
H 1.236 2.317 1.641
O 0.448 -1.219 1.405
N 1.052 -2.373 1.280
C 1.306 -3.091 2.399
C 1.856 -4.343 2.344
C 2.183 -4.893 1.102
C 1.933 -4.151 -0.034
C 1.356 -2.883 0.043
S 0.998 -1.964 -1.345
H 1.031 -2.602 3.321
H 2.034 -4.885 3.260
H 2.617 -5.877 1.037
H 2.163 -4.522 -1.019
N -1.927 -1.752 -2.246
N -1.560 -1.023 -3.375
C -1.040 0.228 -3.280
N -0.704 0.813 -4.450
N -0.859 0.802 -2.106
N -0.611 2.110 -2.030
O -0.890 2.885 -2.951
O -0.149 2.485 -0.957
H -1.144 -2.288 -1.863
H -2.702 -2.362 -2.472
H -1.243 -1.549 -4.189
H -1.044 0.427 -5.314
H -0.528 1.814 -4.386
F 3.857 2.534 0.314
C 3.754 2.016 -0.924
F 4.874 1.284 -1.115
F 3.836 3.047 -1.778
C 2.439 1.166 -1.097
O 1.938 1.122 -2.207
O 2.086 0.613 -0.042
```

HOMO level (spin up / spin down) ... -4.11 / -2.64 eV
Total charge ... -1
Multiplicity ... 3
Orbital gap (spin up / spin down) ... 6.608 / 5.139 eV
DFT total energy ... -101777.8337 eV

***

No. 4
ORCA calculation (the ωB97M-V functional and the def2-TZVPD basis) on the molecule C14H12F3NO2 in a non-equilibrium geometry.

```
32
Properties=species:S:1:pos:R:3
C -5.977 -0.748 -1.188
C -4.920 0.191 -0.628
O -3.725 -0.552 -0.474
C -2.623 0.065 0.016
C -2.551 1.402 0.396
C -1.362 1.912 0.890
C -0.234 1.124 1.014
C -0.306 -0.206 0.622
O 0.745 -1.100 0.770
C 2.004 -0.757 0.499
C 2.997 -1.707 0.804
C 4.303 -1.401 0.510
C 4.587 -0.167 -0.084
C 6.004 0.206 -0.391
F 6.671 0.615 0.708
F 6.711 -0.824 -0.886
F 6.104 1.203 -1.281
C 3.537 0.699 -0.347
N 2.282 0.411 -0.062
C -1.487 -0.736 0.134
H -5.650 -1.145 -2.145
H -6.912 -0.213 -1.323
H -6.134 -1.578 -0.505
H -5.243 0.590 0.343
H -4.755 1.031 -1.317
H -3.408 2.051 0.315
H -1.319 2.948 1.189
H 0.683 1.532 1.405
H 2.713 -2.642 1.257
H 5.101 -2.095 0.725
H 3.702 1.663 -0.808
H -1.538 -1.772 -0.158
```

Structure (SMILES) ... CCOc1cccc(Oc2ccc(C(F)(F)F)cn2)c1
HOMO level ... -8.54 eV
Total charge ... 0
Orbital gap ... 9.272 eV
DFT total energy ... -28450.5267 eV

***

No. 5
ORCA calculation (the ωB97M-V functional and the def2-TZVPD basis) on C14H12F6N3O6PbS2 as an isolated structure in a non-equilibrium geometry.

```
44
Properties=species:S:1:pos:R:3
Pb -0.772 -0.695 -2.119
C -4.395 -0.103 0.148
C -3.262 0.651 -0.630
O -2.971 0.200 -1.810
C -2.733 1.840 -0.026
C -1.505 2.513 -0.376
C -1.236 3.994 -0.250
N -0.534 1.717 -0.822
N 0.671 2.151 -0.655
C 1.602 1.325 -1.212
O 1.294 0.468 -2.072
C 2.945 1.429 -0.628
C 3.994 0.762 -1.228
C 5.241 0.748 -0.605
C 5.469 1.493 0.560
C 4.431 2.281 1.090
C 3.189 2.280 0.457
H -5.232 -0.244 -0.510
H -4.766 0.535 0.962
H -3.971 -1.030 0.478
H -3.203 2.101 0.935
H -0.514 4.360 -0.930
H -0.794 4.141 0.698
H -2.195 4.595 -0.283
H 3.803 0.168 -2.115
H 5.983 0.058 -0.967
H 6.441 1.421 1.063
H 4.606 2.914 1.934
H 2.405 2.842 0.916
F 0.127 -0.462 2.864
C -0.461 -1.586 2.469
F -1.783 -1.419 2.345
F -0.274 -2.524 3.409
S 0.361 -2.114 0.820
O -0.464 -1.125 0.090
O 1.793 -1.870 0.871
N 0.036 -3.696 0.587
S -0.692 -4.268 -0.786
O -0.540 -3.431 -1.974
O -0.375 -5.678 -0.845
C -2.574 -4.225 -0.487
F -2.927 -4.586 0.770
F -3.247 -5.005 -1.323
F -2.968 -2.929 -0.814
```

HOMO level ... -3.41 eV
Total charge ... -1
Orbital gap ... 6.157 eV
DFT total energy ... -74691.1329 eV

***

No. 6
ORCA calculation (the ωB97M-V functional and the def2-TZVPD basis) on C14H12NO4S2SbSe4Tc as an isolated structure in a non-equilibrium geometry.

```
39
Properties=species:S:1:pos:R:3
Tc -1.200 1.390 -0.934
Se -3.232 1.798 3.690
Sb -0.997 2.293 3.082
Se -1.784 3.261 0.095
Se 0.637 0.588 0.295
Se 1.137 3.335 2.893
O 1.225 -1.671 3.065
S -0.015 -1.011 3.070
O -0.142 0.236 3.823
N -0.381 -0.487 1.438
C -1.685 -0.622 1.177
O -2.235 0.059 0.268
C -2.342 -1.549 2.084
C -3.601 -2.113 1.955
C -4.013 -3.033 2.916
C -3.198 -3.366 3.990
C -1.924 -2.806 4.131
C -1.524 -1.918 3.164
H -4.235 -1.859 1.115
H -4.988 -3.492 2.823
H -3.541 -4.074 4.733
H -1.278 -3.061 4.961
C 1.087 3.515 -3.851
S 0.520 1.815 -3.909
O -0.504 1.716 -2.693
C 1.934 0.881 -3.351
C 2.777 1.327 -2.336
C 3.827 0.511 -1.939
C 4.017 -0.729 -2.540
C 3.168 -1.160 -3.550
C 2.115 -0.355 -3.962
H 1.883 3.679 -3.131
H 0.231 4.154 -3.641
H 1.452 3.736 -4.856
H 2.668 2.310 -1.891
H 4.510 0.855 -1.173
H 4.843 -1.354 -2.226
H 3.331 -2.117 -4.026
H 1.458 -0.681 -4.759
```

HOMO level (spin up / spin down) ... -17.97 / -17.98 eV
Total charge ... +3
Orbital gap (spin up / spin down) ... 5.607 / 5.668 eV
DFT total energy ... -316153.5646 eV